Entry from the OMol25 dataset: C30H55N4O2P2Re as an isolated structure at a distorted geometry (ωB97M-V/def2-TZVPD).

```
94
Properties=species:S:1:pos:R:3:lowdin_charge:R:1
C -1.21 -2.26 -1.31 -0.286
C 1.10 -1.95 -1.20 -0.251
C -0.98 -3.36 -2.19 0.023
C 1.37 -3.14 -1.93 0.028
C 0.29 -3.89 -2.35 0.007
H -1.85 -3.81 -2.63 0.130
H 2.39 -3.33 -2.26 0.136
H 0.47 -4.77 -3.00 0.152
N -0.13 -1.78 -0.63 -0.010
P -2.40 -0.59 0.42 1.055
P 2.49 0.28 0.20 1.273
C -2.57 -1.52 -1.16 -0.216
H -2.73 -0.90 -2.08 0.090
H -3.35 -2.32 -1.24 0.100
C -0.08 1.97 1.32 -0.250
O 0.17 3.08 1.68 0.155
C 1.90 -0.69 -1.53 -0.260
H 2.77 -0.93 -2.19 0.137
C 3.51 1.67 -0.87 -0.547
C 3.50 0.13 1.89 -0.648
C -3.62 0.81 0.12 -0.680
C -3.13 -2.01 1.54 -0.617
C 2.69 2.95 -0.68 -0.089
H 2.48 3.24 0.35 0.067
H 3.19 3.82 -1.15 0.120
H 1.71 2.82 -1.16 0.036
C 5.00 1.79 -0.58 -0.107
H 5.29 2.07 0.41 0.066
H 5.50 0.85 -0.82 0.086
H 5.45 2.54 -1.25 0.124
C 3.67 1.37 -2.41 -0.071
H 3.74 2.31 -3.00 0.114
H 4.54 0.72 -2.71 0.124
H 2.69 0.86 -2.81 0.047
C 3.66 1.56 2.45 -0.060
H 2.69 2.02 2.71 0.078
H 4.25 1.50 3.38 0.124
H 4.18 2.27 1.78 0.064
C 2.81 -0.70 3.00 -0.095
H 1.98 -0.16 3.48 0.055
H 2.46 -1.67 2.63 0.092
H 3.55 -0.90 3.80 0.113
C 4.78 -0.62 1.51 -0.086
H 5.44 -0.05 0.84 0.057
H 5.35 -0.86 2.43 0.111
H 4.53 -1.56 1.00 0.095
C -3.61 -1.36 2.84 -0.077
H -3.81 -2.17 3.56 0.111
H -2.85 -0.70 3.28 0.056
H -4.55 -0.80 2.71 0.087
C -1.98 -2.99 1.81 -0.083
H -1.62 -3.47 0.89 0.077
H -1.13 -2.49 2.30 0.048
H -2.35 -3.77 2.49 0.113
C -4.29 -2.79 0.92 -0.063
H -4.69 -3.47 1.70 0.118
H -5.12 -2.14 0.59 0.077
H -3.98 -3.44 0.09 0.084
C -3.18 1.51 -1.17 -0.088
H -3.47 0.95 -2.07 0.090
H -3.65 2.50 -1.22 0.117
H -2.09 1.66 -1.19 0.027
C -3.50 1.76 1.31 -0.075
H -2.46 2.12 1.44 0.042
H -4.13 2.64 1.10 0.114
H -3.83 1.29 2.25 0.083
C -5.07 0.33 -0.05 -0.057
H -5.18 -0.45 -0.82 0.093
H -5.52 -0.02 0.89 0.086
H -5.66 1.19 -0.38 0.115
Re -0.16 0.23 0.55 1.285
N 0.29 0.78 -1.15 -0.167
C 1.05 0.32 -2.15 -0.214
C 0.34 1.06 -3.51 -0.457
C 1.27 1.25 -4.69 -0.044
C -0.83 0.14 -3.86 -0.018
C -0.08 2.43 -2.98 -0.039
H 2.10 1.92 -4.46 0.074
H 1.69 0.32 -5.07 0.102
H 0.80 1.74 -5.55 0.117
H -1.29 -0.25 -2.92 0.043
H -1.64 0.61 -4.49 0.137
H -0.39 -0.73 -4.39 0.105
H -0.62 3.10 -3.67 0.125
H -0.73 2.32 -2.11 0.046
H 0.82 2.98 -2.69 0.079
N -0.67 -1.20 4.92 0.221
C -0.51 -0.22 4.00 -0.612
N -0.52 1.03 4.47 0.223
O -0.36 -0.52 2.76 -0.224
H -0.72 -0.98 5.93 0.158
H -0.53 -2.16 4.65 0.125
H -0.41 1.84 3.83 0.118
H -0.73 1.21 5.44 0.137
```

Energy relative to the best compared isomer or geometry (same formula, charge and spin)   531.3 kJ/mol
Total charge   +3
Energy   -62736.0356 eV
⟨S²⟩   3.7852
Multiplicity   4
Frontier orbital gap (spin up / spin down)   7.6 / 5.5 eV
Strongest force on any atom   8.97 eV/Å

=====

Entry from the OMol25 dataset: a 2-piece molecular cluster, C2H3BO3 overall at a distorted geometry (ωB97M-V/def2-TZVPD).

```
9
Properties=species:S:1:pos:R:3:lowdin_charge:R:1
B -0.73 -0.99 1.61 -0.464
C 0.98 1.91 -1.88 0.079
C 0.38 0.89 -1.75 -0.330
O -0.24 -0.24 -1.74 0.035
O -0.29 -1.46 2.74 0.293
O -1.01 -0.26 0.72 0.209
H 1.18 2.91 -1.70 -0.002
H -0.36 -0.45 -0.74 0.078
H 0.08 -2.31 2.74 0.103
```

Energy relative to the best compared isomer or geometry (same formula, charge and spin)   359.0 kJ/mol
Total charge   0
Energy   -8940.6850 eV
Multiplicity   1
Frontier orbital gap   8.2 eV
SMILES   C#CO.O=BO
Strongest force on any atom   3.66 eV/Å